Formula: H16O8
Source: OMol25
Level of theory: ωB97M-V/def2-TZVPD

The energy above the lowest of the compared OMol25 structures with the same formula, charge and spin comes out at 241.8 kJ/mol. Its SMILES is O.O.O.O.O.O.O.O. The calculation puts the HOMO-LUMO gap at 10.8 eV. The value obtained for the LUMO energy is -0.012 Ha. The maximum force is 0.0576 Eh/bohr.

```
! wB97M-V def2-TZVPD RIJCOSX def2/J DEFGRID3
* xyz 0 1
H -30.5599 1.1737 -3.5581
H -30.4615 -1.5240 -0.6254
O -29.5592 -1.3233 -4.6603
H -27.4098 -1.3693 -2.0146
H -30.5584 -0.3026 -3.3658
O -30.4015 -3.6786 -2.8987
H -29.4613 -0.9418 -5.5326
H -28.0770 2.2068 -2.1743
O -29.2810 1.9902 -4.6010
O -30.7719 0.5027 -2.9221
H -29.0779 2.2037 -5.5698
H -30.1916 -3.0018 -2.2599
H -29.5374 1.5742 -1.8675
H -29.3074 3.7006 -4.2668
O -29.8421 -1.5597 -1.3692
H -29.3208 -2.2243 -4.8935
H -28.4243 1.6878 -4.2977
O -27.3375 -1.4179 -2.9754
O -29.3628 4.6510 -4.0289
H -28.2500 -1.3781 -3.1019
H -29.5787 5.0775 -4.8325
H -29.9263 -0.7188 -1.7775
H -31.3636 -3.6521 -2.8368
O -28.8594 2.2491 -1.6146
*
```

---

Formula: C26H39N2O4PS2
Source: OMol25
Level of theory: ωB97M-V/def2-TZVPD

Its SMILES is CCCCCCCCCCc1ccc2c(c1)Sc1ccccc1N2P(=N)(O)O.O=S1(=O)CCCC1. The calculation puts the HOMO-LUMO gap at 8.3 eV. The value obtained for the LUMO energy is 0.020 Ha. The maximum force is 0.0217 Eh/bohr.

```
! wB97M-V def2-TZVPD RIJCOSX def2/J DEFGRID3
* xyz 0 1
C 5.6135 -1.9997 3.8355
C -3.9514 -0.8440 1.8617
H -4.6575 -1.5015 -2.7560
C 5.1229 0.1137 -2.1792
H 6.4076 -1.0888 5.6291
S 0.8900 -0.2526 -0.6023
C 3.7452 -0.5470 5.0849
H 4.3815 -1.3864 6.9848
H -5.6799 -1.0264 0.5317
H -4.6742 0.0297 -1.8927
H -4.9113 -2.7952 -0.8796
H 6.4818 -1.6106 3.3104
H -2.5551 4.2435 -0.9569
C 2.7539 0.2442 -2.5560
C -1.2468 2.7609 -3.2026
H 4.2154 0.6206 -4.0626
C -3.6763 2.5480 -0.2835
C -3.0923 1.5820 2.0537
C -1.0039 1.6295 -1.1182
O 4.6328 0.1946 2.7000
C 5.7492 -1.9171 5.3613
H -3.5425 3.5516 -2.2159
C -4.0223 -0.7742 -2.2428
H -2.1739 3.2646 1.1059
H -2.4624 -2.0462 -1.5363
H -5.3698 -2.4326 1.5224
H -2.7601 -0.6912 -0.4929
H -3.8101 3.5861 1.6235
O -0.2762 -0.9907 -4.4113
H -3.9934 -1.2904 2.8580
H 2.6624 -0.4722 5.1496
H -3.3275 -0.3736 -2.9836
H -2.9485 1.9232 3.0831
C 4.8971 -0.2164 -0.8520
C 2.5315 -0.0918 -1.2263
H -3.6509 1.4738 -0.4670
H 0.2020 2.2657 -4.7106
N 1.6688 0.4934 -3.4720
C -2.8968 3.2884 -1.3750
C -3.1762 2.8278 1.1562
H 3.4261 -0.5688 0.6650
C 0.5341 1.1792 -2.9121
C -1.6914 2.5428 -1.8993
H -4.9253 0.7883 2.8946
P 1.3194 -0.8224 -4.4792
H -1.3182 1.4361 -0.1010
H 5.3967 -3.0107 3.4966
C -4.1476 -2.3571 -0.2283
H 6.1897 -2.8285 5.7619
H -2.9235 -0.9348 1.5124
C -3.2671 -1.4498 -1.0948
C 4.0530 0.3526 -3.0266
O 1.8250 -2.0999 -3.6624
H 5.7307 -0.3776 -0.1789
O 3.1653 -1.8270 2.8538
H 3.7390 -2.5657 5.8420
H 4.2035 0.4171 5.3025
C 4.3470 -1.6633 5.9324
H -1.7827 3.4597 -3.8341
H -0.5542 -1.1403 -5.3281
C -0.1398 2.0972 -3.6970
H -4.7139 2.8859 -0.3318
C 0.0949 0.9450 -1.6191
H 6.1302 0.2115 -2.5624
H 1.1852 -2.8195 -3.7156
H -2.1869 1.0258 1.7991
C -4.3180 0.6530 1.9969
N 1.8355 -0.7316 -5.9381
S 4.1926 -0.9809 3.4070
C -4.8791 -1.6545 0.9316
H -4.9500 0.9171 1.1485
C 3.6017 -0.3215 -0.3730
H 2.3071 0.1458 -6.1151
H -3.5749 -3.1962 0.1759
*
```

---

Formula: C22H31N3O3
Source: OMol25
Level of theory: ωB97M-V/def2-TZVPD

The energy above the lowest of the compared OMol25 structures with the same formula, charge and spin comes out at 152.3 kJ/mol. Its SMILES is CC[C@@H]1CCCCN1CCCNC(=O)COc1cc(=O)n(C)c2ccccc12. The calculation puts the HOMO-LUMO gap at 8.8 eV. The value obtained for the LUMO energy is 0.010 Ha. The maximum force is 0.0135 Eh/bohr.

```
! wB97M-V def2-TZVPD RIJCOSX def2/J DEFGRID3
* xyz 0 1
C -2.1199 2.2205 1.3715
H -4.6377 1.6189 0.3119
C 3.1302 -2.0703 0.3627
H 1.3336 1.5569 0.9590
C -2.9803 2.9952 0.3761
H -0.8617 0.1279 2.5249
C 0.8611 1.2262 1.8809
C -2.9800 -2.5068 -1.0008
H 4.6639 2.3223 -0.9453
C 1.4123 0.4285 -1.7579
H 2.9631 3.3614 -2.3295
C 3.5750 0.4852 -0.6435
H 1.2390 -4.1185 -0.6158
H -1.4093 2.8968 1.8468
N 4.5200 -0.1161 0.1456
C -3.8991 2.0367 -0.3752
H -2.7490 1.7923 2.1549
C 2.3744 -0.1870 -0.9513
H -0.0549 -0.5430 1.1010
H -2.3836 1.3323 -1.7335
H 0.8713 2.1666 -2.8737
H -3.5674 3.7561 0.8951
C -3.0716 0.9053 -0.9954
H -2.3283 3.5043 -0.3388
H -4.0649 -2.5602 0.8679
N -2.2625 0.1667 -0.0365
H -4.4390 2.5644 -1.1631
C 2.7967 2.3658 -1.9458
H -4.7175 -1.4404 -0.3186
H 0.6047 2.1028 2.4702
C 0.6305 -3.3190 -0.1781
H 0.7684 -3.3368 0.9118
C -3.0336 -0.7031 0.8440
C 4.3648 -1.3959 0.6776
H -2.3250 -1.1741 1.5264
H 3.0355 -3.0565 0.7867
O 0.9744 -2.0589 -0.7119
H -3.7285 0.2080 -1.5155
H 1.5842 0.6409 2.4448
H 5.5519 1.4929 1.0140
C -0.3741 0.3823 1.5818
H -3.1372 -1.9874 -1.9514
O -1.2856 -4.7407 -0.4559
H 6.3356 -0.1015 1.0911
H 6.3167 0.7977 -0.4426
C -1.3588 1.0979 0.6501
H 0.5083 -0.1144 -1.9831
C 2.1686 -1.5065 -0.4040
O 5.2383 -1.8861 1.3737
H -3.7650 -0.1539 1.4572
C -0.8499 -3.6092 -0.4717
C 1.6167 1.6950 -2.2520
C 3.7608 1.7760 -1.1597
C 5.7529 0.5728 0.4636
N -1.5672 -2.5095 -0.7247
H -0.7663 1.5573 -0.1538
H -3.2954 -3.5461 -1.1133
H -1.1486 -1.5896 -0.6614
C -3.7911 -1.8222 0.1123
*
```

---

Formula: C51H36BiN5O3P2S4Te
Source: OMol25
Level of theory: ωB97M-V/def2-TZVPD

The energy above the lowest of the compared OMol25 structures with the same formula, charge and spin comes out at 50.9 kJ/mol. The calculation puts the HOMO-LUMO gap at 5.7 eV. The value obtained for the LUMO energy is 0.138 Ha. The maximum force is 0.0087 Eh/bohr.

```
! wB97M-V def2-TZVPD RIJCOSX def2/J DEFGRID3
* xyz -2 1
H 1.1889 -2.9723 7.6807
C -3.6331 -0.7405 -1.8481
H 0.9409 6.7620 0.1411
C -1.4183 -2.2106 5.9266
C 0.7192 5.9244 -0.5092
C -1.9372 -1.7560 -0.4404
H -1.0279 6.8116 -1.3848
C 1.2872 3.6993 -1.2890
H 2.6177 -2.0493 -0.6275
H -4.0623 3.6681 -0.5718
C -2.1002 1.3760 0.9701
H -2.4992 -2.2347 6.0401
C 3.1784 2.4219 -0.5262
C -0.8655 -1.7460 4.7450
C 0.2796 -0.1498 -5.9137
H -0.4956 -5.6024 3.2635
H 1.2467 -0.6353 -5.9719
H 4.8688 -2.5600 0.3051
H -4.8557 -3.4820 -0.2915
H 0.5622 -7.1486 1.6409
C 3.3074 -1.2602 -0.3532
C -1.9989 0.0932 -6.5559
H -5.1995 0.2423 1.7409
H -1.0359 2.7992 5.6890
C -0.6483 4.8584 -2.1626
S 0.6174 -2.0862 -3.5224
C -0.3712 5.9497 -1.3544
H 5.5226 1.6991 0.5215
C -1.0018 1.3960 -4.8299
C 4.5598 -1.5338 0.1648
H -1.6966 3.1171 -0.2252
C -1.0836 2.5216 -3.8134
C 0.5186 -1.7202 4.6110
C -4.1536 -2.7111 -0.5881
N 2.8832 -0.0159 -0.5467
S 4.9869 -1.9974 -3.5973
H -1.6630 0.0136 -1.6337
C 0.1617 3.7187 -2.1513
H -1.6377 1.4240 3.7321
H -0.8491 -3.2349 2.6551
H -2.5765 -3.5198 0.6044
H -1.4831 -1.4228 3.9121
C 1.2669 -2.1739 5.6957
C -0.7440 2.0364 3.7097
H 2.3502 -2.1934 5.6617
O 5.4534 -4.5943 -3.6594
H 2.4247 4.2310 3.6056
C 4.9337 0.8254 0.2875
C -2.1271 1.0672 -5.5827
C -0.4078 2.8122 4.8061
O 3.8698 3.3328 -0.0594
H -3.0534 1.5897 -5.3915
H -3.9156 0.0516 -2.5298
P -0.3056 0.9881 1.1172
C 1.1999 2.8285 2.5499
C -2.4628 2.4953 0.2264
H -0.6289 -1.2929 -7.4818
C 1.5348 3.6149 3.6430
H -5.5547 -1.6999 -1.8646
N 2.0366 2.5062 -1.2205
Te 1.4526 -1.0215 2.8469
Bi 1.0329 0.6171 -2.1058
C 0.3979 -6.1108 1.3756
H -2.8510 -0.1937 -7.1607
C -0.0010 -3.4346 0.7024
C -4.7873 2.0018 0.5819
C 3.6736 1.0112 -0.2620
C 2.3392 -2.3145 -3.5952
C -0.1948 -5.2451 2.2855
H 1.2452 -6.3109 -0.5886
C 0.7833 -5.6433 0.1287
H 1.8302 2.8381 1.6716
N 0.1658 0.7940 -4.9875
N -0.0390 2.5949 -2.9647
C 0.0624 2.0298 2.5752
C -3.7986 2.8074 0.0307
C -0.2795 -0.7186 1.7185
C -4.5449 -1.7154 -1.4709
O -2.0878 3.2395 -3.8759
H -5.8327 2.2338 0.4147
C 1.5428 4.8086 -0.4827
C 4.6169 -3.7193 -3.6306
C -0.7680 -0.5169 -6.7408
H 2.4000 4.7881 0.1665
C 3.3283 -1.3953 -3.6025
S 2.8779 -3.9982 -3.6057
C -4.4320 0.8869 1.3279
H 6.3670 -0.6454 0.9089
H -1.5114 4.8638 -2.8047
C 0.5862 -4.3107 -0.2057
H -2.8002 -0.3177 2.0572
C -2.3461 -0.7729 -1.3381
C -3.0957 0.5749 1.5171
P -0.1942 -1.6945 0.1765
C -2.8623 -2.7320 -0.0815
C -0.3941 -3.9162 1.9499
H 0.8790 -3.9423 -1.1830
S 3.2055 0.3605 -3.6042
C 5.3818 -0.4692 0.4965
H 0.9954 4.2113 5.6329
C 0.6122 -2.6148 6.8311
N -0.7127 -2.6427 6.9709
C 0.7336 3.6033 4.7746
*
```

---

Formula: C3H9NO4
Source: OMol25
Level of theory: ωB97M-V/def2-TZVPD

The energy above the lowest of the compared OMol25 structures with the same formula, charge and spin comes out at 145.0 kJ/mol. Its SMILES is O=C(O)NCCO.O. The calculation puts the HOMO-LUMO gap at 9.8 eV. The value obtained for the LUMO energy is 0.021 Ha. The maximum force is 0.1092 Eh/bohr.

```
! wB97M-V def2-TZVPD RIJCOSX def2/J DEFGRID3
* xyz 0 1
C 0.6428 0.8123 0.4453
O -0.2913 -2.8921 -0.0093
H -0.5537 -0.9612 0.4058
N -0.5214 0.0260 0.4684
H 0.4440 1.9449 0.7294
H -0.7773 -2.9334 -0.7721
H 2.7121 -0.6009 -0.7420
O -1.6540 2.1174 0.8457
H 0.4984 -3.2142 -0.2880
H -2.6792 2.4102 0.9370
C 1.2325 0.6532 -1.0350
H 1.2891 0.4647 1.2297
H 1.9661 1.3407 -1.2224
C -1.6966 0.6906 0.8912
O 1.7316 -0.6391 -1.1504
O -2.7249 0.1340 1.1526
H 0.3816 0.6470 -1.8860
*
```

---

Formula: C10H40O10
Source: OMol25
Level of theory: ωB97M-V/def2-TZVPD

The energy above the lowest of the compared OMol25 structures with the same formula, charge and spin comes out at 590.3 kJ/mol. Its SMILES is CO.CO.CO.CO.CO.CO.CO.CO.CO.CO. The calculation puts the HOMO-LUMO gap at 10.1 eV. The value obtained for the LUMO energy is 0.003 Ha. The maximum force is 0.0504 Eh/bohr.

```
! wB97M-V def2-TZVPD RIJCOSX def2/J DEFGRID3
* xyz 0 1
H -2.1289 -4.6480 2.2384
H 7.6490 -2.4008 1.7750
H 3.7531 -4.9035 5.6282
H -4.0235 1.1834 -4.7852
H 1.9193 -2.8009 5.0425
O 1.9692 3.5080 4.7597
O -2.8214 -3.0360 -7.9004
C 3.2040 2.8687 4.5825
H 3.0718 -3.6756 -5.4361
H 7.1535 -0.7923 1.2158
O -0.9441 5.8649 0.5425
H -3.5035 -2.5075 -9.7765
H -3.8014 2.3736 -6.1622
H 1.6689 3.7998 3.8959
O -3.4586 4.3153 6.1090
H -2.5645 4.3562 5.7618
H -1.7081 1.8385 -6.2247
C 2.5675 -3.3521 5.7237
H 3.7647 2.9500 5.5136
H -4.2551 -3.9549 -9.1119
H 3.0109 -2.1038 -4.5617
H 5.4119 -2.9029 1.9994
H -3.9159 3.4707 4.2746
C 6.8508 -1.6591 1.8033
C -0.3588 -0.3518 0.2331
O 4.3706 -2.3152 -6.2250
H 0.3991 -1.1222 0.3749
O 5.7410 -2.4006 1.2503
O -3.9288 -4.0804 1.6911
H -2.7740 -2.1697 -7.4895
C -1.9122 6.7062 -0.0004
H -3.1307 -3.8683 3.5717
H -1.4577 7.6732 -0.2155
H -5.4196 4.0642 5.2539
H -0.2131 5.9537 -0.0733
H 0.1325 0.6101 0.0871
H 4.3721 -3.2345 -4.4304
H 6.6702 -1.3551 2.8343
C -3.8402 -2.9805 -8.8541
H -3.4975 -5.5236 2.9880
H -0.7818 -0.1968 1.2256
H 3.7038 3.4599 3.8151
H -2.1282 6.2494 -0.9662
C 3.6396 -2.8032 -5.1128
H -4.3540 5.0814 4.4931
H -3.4481 -3.3317 1.3305
H -2.7963 6.8441 0.6221
H -3.1706 2.7200 -4.5817
H 2.9834 -2.6219 6.4179
H 3.1675 1.8229 4.2776
O -1.3395 -0.7154 -0.7559
C -3.3712 1.9049 -5.2771
H 3.8460 -1.7107 -6.7550
C -4.3563 4.1291 5.0234
H -1.1294 -0.4230 -1.6459
C -3.1026 -4.5444 2.7172
O 3.4979 -4.1731 5.0599
H -4.6160 -2.3259 -8.4570
H 1.9366 -3.9770 6.3557
O -2.2032 1.2140 -5.6895
*
```